Density functional theory data (wB97M-V/def2-TZVPD) for the ion C11H13N2 with charge +1 at a distorted geometry.

```
26
Properties=species:S:1:pos:R:3:forces:R:3:mulliken_spin:R:1
C 0.479 -1.987 -0.190 1.78 0.70 0.58 -0.132
C 1.714 -1.504 0.132 0.82 -3.54 -1.44 0.424
C 0.793 0.648 0.728 -0.69 -1.63 0.18 0.116
C -0.663 -1.145 -0.037 0.56 -5.08 -2.35 0.436
C -0.507 0.153 0.508 2.01 4.86 0.79 0.498
C 1.888 -0.161 0.591 1.45 1.12 -0.76 0.263
C -2.665 0.271 0.642 -1.73 0.40 -0.85 -0.022
C -1.928 -1.894 -0.256 -0.52 0.12 -0.47 -0.043
C -1.573 1.202 0.556 0.52 -2.31 -0.40 0.118
C -3.041 -0.876 -0.143 -1.48 -1.83 -0.01 0.018
C 3.307 0.242 0.726 -0.45 3.87 -0.87 -0.004
N -3.284 -0.513 1.372 -0.71 -0.16 -0.10 0.047
N -1.681 2.031 -0.712 -0.10 2.23 0.26 0.080
H 0.508 -3.052 -0.473 -0.92 0.71 -0.16 0.004
H 2.611 -2.182 -0.120 -1.36 1.38 0.79 0.023
H 1.015 1.598 1.101 -0.23 1.68 0.45 0.018
H -2.075 -2.481 -1.217 0.84 0.78 0.83 0.036
H -1.830 -2.672 0.535 -1.13 0.19 -0.13 0.068
H -1.407 1.838 1.346 0.17 1.63 1.78 0.022
H -3.910 -1.036 -0.877 1.08 0.91 1.52 0.002
H 3.958 0.131 -0.127 -0.35 -0.47 -0.97 0.029
H 3.605 1.291 1.057 -1.15 -1.15 -0.10 0.001
H 3.713 -0.405 1.381 1.61 -2.34 2.64 0.028
H -0.948 2.689 -0.894 1.31 0.82 1.08 -0.002
H -2.481 2.625 -0.910 -1.04 -0.33 0.30 -0.015
H -1.489 1.486 -1.477 -0.29 -2.57 -2.59 -0.013
```
Positions in Å, forces in eV/Å.

Results
spin multiplicity = 3
electronic energy = -14583.8452 eV
total charge = +1
E_HOMO (spin up / spin down) = -8.68 / -13.07 eV
gap between HOMO and LUMO (spin up / spin down) = 5.184 / 6.714 eV